A molecular structure, C35H45N5O7RuS3Si in a non-equilibrium geometry, computed with the ωB97M-V functional and the def2-TZVPD basis.

Properties
Total charge: +1
Lowest unoccupied orbital energy (alpha / beta): -2.9 / -4.8 eV
Multiplicity: 6
ΔE to the lowest compared entry with this formula, charge and spin: 50.7 kcal per mole
Expectation value of S²: 8.7605

CARTESIAN COORDINATES (ANGSTROEM)
H (-2.598, 6.136, -4.136)
H (-1.854, 0.328, -2.335)
O (0.031, 2.134, -3.355)
C (2.986, 1.867, -2.262)
C (2.659, 1.284, -4.894)
N (2.344, 0.623, 0.951)
H (-1.693, 6.355, 0.058)
H (-0.297, -0.275, 3.189)
C (-2.167, 5.705, -3.243)
H (-0.679, -4.517, 3.654)
Si (-1.083, -2.355, 0.541)
H (-2.853, 0.096, 1.803)
H (-4.535, -3.829, 0.719)
C (1.009, 2.830, 3.625)
S (0.948, -2.619, -0.087)
C (3.326, 2.217, 4.018)
C (-2.657, 0.810, 1.000)
N (2.265, 0.797, -2.610)
C (2.085, 0.515, -3.895)
C (-0.711, -2.378, 3.379)
H (-2.329, -1.217, 4.218)
H (-4.035, -4.278, -1.685)
H (-3.353, -1.398, -1.558)
O (0.336, -0.965, -3.159)
H (5.131, 0.522, 2.471)
S (5.712, -2.329, -1.101)
C (5.461, -1.273, 0.216)
H (0.985, -1.325, 2.557)
C (-3.289, -5.013, -1.379)
H (-3.773, -5.985, -1.285)
C (-2.354, 0.039, -0.282)
C (4.137, -1.964, -1.673)
H (-3.536, 1.440, 0.867)
H (1.867, -1.530, -4.451)
H (-2.520, -5.074, -2.151)
H (4.121, 3.571, -2.877)
C (-1.014, 3.883, -2.153)
C (0.950, 2.088, 2.469)
C (-1.081, 4.587, -0.953)
H (-1.466, 3.943, -4.249)
N (-0.618, 1.583, -1.218)
H (3.080, 2.065, -1.200)
O (-2.084, -3.301, -0.282)
H (0.135, 3.384, 3.939)
H (2.496, 1.031, -5.933)
C (-2.241, 6.385, -2.032)
H (-1.147, -5.279, 1.324)
H (-2.727, 7.351, -1.977)
H (-3.295, -4.111, 1.953)
H (6.228, -1.123, 0.957)
Ru (1.112, -0.264, -0.868)
C (2.099, 1.422, 2.060)
H (4.232, 2.260, 4.609)
C (0.027, -3.686, 3.642)
C (3.407, 2.392, -4.539)
H (0.646, -0.442, -5.132)
H (-2.514, -2.970, 4.406)
C (-2.666, -4.602, -0.052)
H (3.844, 3.023, -5.302)
C (-3.596, -0.720, -0.741)
H (-1.353, -2.088, 5.414)
H (-4.345, -0.004, -1.080)
C (3.590, 0.199, 1.072)
H (0.766, -3.863, 2.858)
H (3.744, -2.416, -2.572)
C (4.217, -0.716, 0.142)
H (0.777, -1.123, 4.308)
H (-4.012, -1.303, 0.079)
H (2.194, 3.503, 5.284)
S (-0.235, 3.927, 0.571)
C (-1.798, -2.148, 4.420)
O (-0.913, 4.634, 1.666)
H (-2.712, 1.697, -1.584)
H (-0.635, 2.113, -0.320)
C (-0.442, 2.520, -2.317)
C (2.185, 2.899, 4.387)
H (0.045, 2.014, 1.887)
N (3.485, -1.120, -0.941)
N (4.182, 0.686, 2.185)
C (-3.733, -4.498, 1.034)
H (-1.965, -6.586, 0.445)
C (-1.567, -5.575, 0.360)
C (3.568, 2.699, -3.195)
H (-0.766, -5.571, -0.382)
O (-1.391, -2.500, 2.114)
H (0.153, -1.912, -3.132)
C (3.261, 1.480, 2.843)
C (0.251, -1.202, 3.355)
C (-1.545, 4.472, -3.308)
H (-1.823, 1.444, 1.305)
O (-1.219, -0.822, -0.063)
H (0.535, -3.647, 4.606)
C (-1.935, 0.941, -1.435)
H (-4.161, -5.481, 1.230)
C (-1.676, 5.832, -0.891)
O (1.154, 4.346, 0.314)
C (1.222, -0.672, -4.235)

=====

A molecular structure, C35H46ClMnO2Se5, computed with the ωB97M-V functional and the def2-TZVPD basis.

Properties
Total charge: -1
Lowest unoccupied orbital energy (alpha / beta): 2.2 / 0.5 eV
Multiplicity: 4
Expectation value of S²: 3.8750

CARTESIAN COORDINATES (ANGSTROEM)
H (3.381, -1.955, 3.481)
H (-6.237, -1.117, 1.052)
H (-0.597, -1.767, -3.573)
H (4.383, -0.628, -3.039)
C (0.895, -1.097, 4.236)
C (0.958, 4.798, 0.265)
C (2.075, -0.232, 3.768)
H (-2.313, -4.286, -3.579)
C (3.367, -1.008, 4.025)
H (-2.838, 0.403, 1.784)
C (-5.814, -2.099, 1.272)
H (3.672, -0.815, 1.588)
Se (-2.249, 2.636, -3.751)
Se (-1.812, 4.085, -5.417)
H (2.621, -0.559, -2.871)
C (3.559, -0.159, -2.490)
H (0.849, -2.024, 3.661)
C (3.821, -1.995, -0.870)
C (1.255, 4.212, -0.966)
Cl (-0.647, 5.414, 0.601)
H (3.452, -1.233, 5.091)
C (5.102, 0.136, -0.583)
H (2.851, 3.386, -2.108)
H (1.001, -1.349, 5.295)
Se (-1.052, 2.004, 0.048)
H (2.870, -2.443, -1.163)
O (-1.332, 0.411, -2.428)
O (1.358, 1.201, -1.696)
H (-0.721, 4.382, -1.769)
H (0.582, 4.460, -2.966)
H (-1.807, -0.787, -4.382)
H (3.571, 0.908, -2.699)
H (4.603, -2.389, -1.525)
Mn (-0.143, 2.019, -2.493)
H (-3.353, -1.042, 3.448)
H (5.360, -0.113, 0.448)
H (-4.809, -2.521, -2.952)
C (-2.821, -0.123, 0.838)
H (-5.881, -2.702, 0.365)
H (5.073, 1.224, -0.669)
H (-1.354, -3.797, -2.173)
C (3.750, -0.464, -1.000)
C (-3.802, -3.356, 2.068)
C (-2.659, -1.425, -1.657)
H (5.897, -0.239, -1.233)
C (1.524, 0.817, -0.452)
H (1.605, 5.389, 2.214)
C (0.590, 1.149, 0.550)
H (-0.054, -0.576, 4.104)
C (3.550, 3.993, -0.176)
C (1.903, 4.945, 1.273)
C (2.591, 3.835, -1.158)
Se (0.540, 4.011, -5.639)
C (0.775, 0.827, 1.880)
C (-4.030, -2.141, -3.617)
H (1.202, 1.637, 4.480)
H (-4.054, -2.721, -4.544)
C (1.896, 0.119, 2.292)
H (4.245, -0.430, 3.733)
H (-1.616, -2.492, -4.828)
C (0.253, 3.981, -2.042)
H (-4.766, -0.142, 2.877)
Se (1.195, 2.079, -4.558)
H (-3.071, -4.166, -1.992)
H (-4.979, -1.640, 3.790)
C (-4.360, -1.142, 3.040)
C (-3.517, -1.308, 0.657)
C (-2.332, -3.709, -2.651)
H (-4.399, -3.841, 2.846)
H (-4.266, -1.102, -3.856)
C (2.655, 0.063, -0.052)
H (4.570, 3.683, -0.366)
C (2.117, 1.056, 4.601)
H (-6.427, -2.577, 2.041)
H (2.954, 1.685, 4.290)
H (2.233, 0.822, 5.663)
C (-2.075, 0.409, -0.201)
H (3.943, 4.639, 1.842)
H (0.016, 1.129, 2.594)
C (-2.642, -2.235, -2.964)
H (4.043, -2.314, 0.150)
H (-2.770, -3.281, 2.418)
H (-3.941, -2.846, -0.748)
C (2.796, -0.249, 1.299)
C (-4.361, -1.962, 1.749)
C (-3.404, -1.917, -0.595)
C (3.205, 4.533, 1.058)
C (-1.602, -1.781, -3.996)
C (-1.991, -0.184, -1.476)
H (-3.809, -3.998, 1.186)